[1]
Entry from OMol25: 2 unconnected molecules or ions with the total composition C3H6O3 (the ωB97M-V functional and the def2-TZVPD basis).

Computed properties:
2S+1 = 1
HOMO energy (alpha / beta) = -10.049 / -10.048 eV
energy = -9346.7440 eV
relative energy (zero: lowest compared OMol25 entry of this formula, charge and spin) = 105.4 kcal/mol

Structure (XYZ):
```
12
C3H6O3 (the ωB97M-V functional and the def2-TZVPD basis)
O 0.0783 -1.7645 0.4753
C 0.4040 -0.5307 1.0162
C -0.4808 0.5844 0.5822
O 1.0039 1.2459 -1.1312
C 0.0318 0.5510 -1.5055
O -0.0813 -0.5642 -2.0152
H 0.1801 -1.6867 -0.4958
H 1.4593 -0.2567 0.9189
H 0.1688 -0.5720 2.1004
H -0.2507 1.6029 0.8756
H -1.5280 0.3176 0.4604
H -0.9854 1.0731 -1.2814
```

Mulliken atomic charge list, values in e, 6 entries: -0.508, -0.315, -0.523, -0.540, 0.416, -0.639

---

[2]
Entry from OMol25: 2 unconnected molecules or ions with the total composition C3H6O3 (the ωB97M-V functional and the def2-TZVPD basis).

Computed properties:
2S+1 = 1
HOMO energy = -10.531 eV
energy = -9349.5097 eV
SMILES string = C1CO1.O=CO
relative energy (zero: lowest compared OMol25 entry of this formula, charge and spin) = 41.7 kcal/mol

Structure (XYZ):
```
12
C3H6O3 (the ωB97M-V functional and the def2-TZVPD basis)
C -1.4898 -0.4247 0.4841
C -0.2950 -0.8592 1.1744
O -0.6122 0.5713 0.9854
H -1.5004 -0.5232 -0.5962
H -2.4387 -0.4812 0.9930
H 0.4974 -1.3245 0.5928
H -0.3209 -1.1360 2.2175
O 1.2428 -0.4756 -1.2223
C 1.4800 0.6886 -1.4526
O 0.9094 1.6848 -0.8195
H 2.2059 1.0212 -2.2119
H 0.3023 1.2846 -0.1160
```

Mulliken atomic charge list, values in e, 6 entries: -0.175, -0.233, -0.482, 0.203, 0.263, 0.216

---

[3]
Entry from OMol25: 2 unconnected molecules or ions with the total composition C3H6O3 at a distorted geometry (the ωB97M-V functional and the def2-TZVPD basis).

Computed properties:
2S+1 = 1
HOMO energy = -9.708 eV
energy = -9349.3527 eV
SMILES string = CC=O.O=CO
relative energy (zero: lowest compared OMol25 entry of this formula, charge and spin) = 45.3 kcal/mol

Structure (XYZ):
```
12
C3H6O3 (the ωB97M-V functional and the def2-TZVPD basis)
C 0.7565 -1.1145 -1.3702
C 0.2240 -1.1469 -2.8338
O 0.1502 -2.1543 -3.5640
H 0.9508 -2.1463 -1.2048
H 1.7634 -0.5670 -1.5036
H 0.1196 -0.7120 -0.5519
H -0.3896 -0.2483 -3.1751
O -0.5436 1.2945 1.3239
C -0.7599 1.6348 2.4815
O -0.0038 1.2938 3.5694
H -1.4998 2.3700 2.7789
H 0.9095 1.5904 3.3573
```

Mulliken atomic charge list, values in e, 6 entries: -0.707, 0.156, -0.485, 0.279, 0.242, 0.223

---

[4]
Entry from OMol25: C3H6O3 in the gas phase at a distorted geometry (the ωB97M-V functional and the def2-TZVPD basis).

Computed properties:
2S+1 = 1
HOMO energy = -10.281 eV
energy = -9348.2634 eV
SMILES string = C[C@@H](O)C(=O)O
relative energy (zero: lowest compared OMol25 entry of this formula, charge and spin) = 70.4 kcal/mol

Structure (XYZ):
```
12
C3H6O3 (the ωB97M-V functional and the def2-TZVPD basis)
C -0.9478 0.6331 0.3412
C 0.0780 -0.2211 0.5399
O -0.6390 -1.4787 0.6910
C 0.8931 -0.1443 -0.7108
O 1.3131 -1.1804 -1.2624
O 1.1354 1.1026 -0.9145
H -1.6514 0.3926 1.2778
H -0.8529 1.6953 0.3040
H -1.6860 0.1710 -0.4519
H 0.5090 0.2143 1.4101
H 0.0752 -2.3911 0.5542
H 1.7733 1.2067 -1.7785
```

Mulliken atomic charge list, values in e, 6 entries: -1.475, 0.565, -0.570, 0.580, -0.611, -0.405

---

[5]
Entry from OMol25: C3H6O3 in the gas phase at a distorted geometry (the ωB97M-V functional and the def2-TZVPD basis).

Computed properties:
2S+1 = 1
HOMO energy = -10.074 eV
energy = -9348.7503 eV
SMILES string = C[C@H](O)C(=O)O
relative energy (zero: lowest compared OMol25 entry of this formula, charge and spin) = 59.2 kcal/mol

Structure (XYZ):
```
12
C3H6O3 (the ωB97M-V functional and the def2-TZVPD basis)
C 0.4551 -1.1663 -0.4336
C 0.1385 0.3230 -0.5019
O 1.2506 1.1463 -0.3166
C -0.8037 0.7319 0.6064
O -0.4484 1.1652 1.8033
O -2.0176 0.4399 0.3766
H 1.3097 -1.0565 -1.1346
H -0.1434 -1.9719 -0.4801
H 0.8295 -1.4293 0.5852
H -0.4124 0.6989 -1.3737
H 2.2653 0.6058 -0.4065
H -2.4231 0.5130 1.2754
```

Mulliken atomic charge list, values in e, 6 entries: -1.285, 0.552, -0.568, 0.371, -0.635, -0.417

---

[6]
Entry from OMol25: C3H6O3 in the gas phase at a distorted geometry (the ωB97M-V functional and the def2-TZVPD basis).

Computed properties:
2S+1 = 1
HOMO energy = -9.166 eV
energy = -9347.2218 eV
relative energy (zero: lowest compared OMol25 entry of this formula, charge and spin) = 94.4 kcal/mol

Structure (XYZ):
```
12
C3H6O3 (the ωB97M-V functional and the def2-TZVPD basis)
O -1.2972 0.7886 -0.1958
C -1.1947 -0.4603 0.3862
C 0.2790 -0.5745 0.1221
O 0.4308 -0.1462 -1.5637
C 0.9413 0.6117 0.7976
O 1.9527 1.0899 0.3325
H -0.4189 0.4850 -1.4150
H -1.7797 -1.2801 -0.0694
H -1.4515 -0.4899 1.4792
H 0.8519 -1.4787 -0.0240
H 1.2157 0.4482 -1.5693
H 0.4705 1.0062 1.7195
```

Mulliken atomic charge list, values in e, 6 entries: -0.789, -0.377, -0.165, -0.525, 0.225, -0.531

---

[7]
Entry from OMol25: 2 unconnected molecules or ions with the total composition C3H6O3 (the ωB97M-V functional and the def2-TZVPD basis).

Computed properties:
2S+1 = 1
HOMO energy (alpha / beta) = -9.846 / -9.846 eV
energy = -9346.7026 eV
relative energy (zero: lowest compared OMol25 entry of this formula, charge and spin) = 106.4 kcal/mol

Structure (XYZ):
```
12
C3H6O3 (the ωB97M-V functional and the def2-TZVPD basis)
O -1.1625 1.1955 0.7292
C -1.1379 -0.1450 0.4080
C 0.1667 -0.8078 0.5879
O 0.6282 -0.3690 -1.8672
C 1.1815 0.3958 -1.0563
O 1.0367 1.5923 -0.7638
H -0.5050 1.6346 0.1388
H -1.5517 -0.3960 -0.5748
H -1.7544 -0.6936 1.1575
H 0.2957 -1.8412 0.2768
H 0.8216 -0.4252 1.3683
H 1.9810 -0.1405 -0.4044
```

Mulliken atomic charge list, values in e, 6 entries: -0.513, -0.288, -0.443, -0.559, 0.291, -0.663

---

[8]
Entry from OMol25: a molecular structure, C3H6O3 (the ωB97M-V functional and the def2-TZVPD basis).

Computed properties:
2S+1 = 1
HOMO energy = -9.669 eV
energy = -9346.2462 eV
relative energy (zero: lowest compared OMol25 entry of this formula, charge and spin) = 116.9 kcal/mol

Structure (XYZ):
```
12
C3H6O3 (the ωB97M-V functional and the def2-TZVPD basis)
C -1.5817 -0.4447 1.3580
O -0.2269 -0.2640 0.9248
C -0.0955 0.2006 -0.3140
O -0.9970 0.5247 -1.0448
C 1.3911 0.1859 -0.6972
O 1.8532 -0.9286 -1.2306
H -2.1082 0.5127 1.3576
H -2.0974 -1.1411 0.6928
H -1.5159 -0.8500 2.3669
H 1.2882 1.1671 -1.6947
H 2.0311 0.7721 -0.0096
H 1.6021 0.2952 -1.9388
```

Mulliken atomic charge list, values in e, 6 entries: -0.609, -0.293, 0.700, -0.533, 0.009, -0.667

---

[9]
Entry from OMol25: C3H6O3 in the gas phase at a distorted geometry (the ωB97M-V functional and the def2-TZVPD basis).

Computed properties:
2S+1 = 1
HOMO energy = -9.930 eV
energy = -9349.7444 eV
SMILES string = O=C(O)CCO
relative energy (zero: lowest compared OMol25 entry of this formula, charge and spin) = 36.3 kcal/mol

Structure (XYZ):
```
12
C3H6O3 (the ωB97M-V functional and the def2-TZVPD basis)
O 1.7426 1.4235 -0.8725
C 1.1597 0.9899 0.0625
O 1.6820 0.8163 1.2858
C -0.2796 0.6067 -0.3126
C -0.3754 -0.8868 -0.4902
O -1.0261 -1.5037 0.7111
H 1.0747 0.3389 1.9111
H -0.6833 1.0262 -1.3329
H -0.9209 1.0664 0.4194
H 0.6089 -1.2430 -0.6785
H -1.0586 -1.1578 -1.3163
H -1.9241 -1.4767 0.6131
```

Mulliken atomic charge list, values in e, 6 entries: -0.503, 0.466, -0.492, -0.352, -0.388, -0.522

---

[10]
Entry from OMol25: 2 unconnected molecules or ions with the total composition C3H6O3 (the ωB97M-V functional and the def2-TZVPD basis).

Computed properties:
2S+1 = 1
HOMO energy (alpha / beta) = -10.044 / -10.044 eV
energy = -9346.7454 eV
relative energy (zero: lowest compared OMol25 entry of this formula, charge and spin) = 105.4 kcal/mol

Structure (XYZ):
```
12
C3H6O3 (the ωB97M-V functional and the def2-TZVPD basis)
O 1.7597 0.2021 -0.4472
C 0.9012 0.5764 0.5750
C -0.1886 -0.3993 0.8504
O -1.7349 0.7617 -0.4974
C -1.1952 -0.2259 -1.0470
O -0.4552 -0.3692 -2.0198
H 1.2251 0.1522 -1.2661
H 0.5060 1.5932 0.4857
H 1.4740 0.5232 1.5242
H -0.9672 -0.1539 1.5643
H 0.0973 -1.4441 0.7538
H -1.4221 -1.2163 -0.4759
```

Mulliken atomic charge list, values in e, 6 entries: -0.508, -0.317, -0.525, -0.540, 0.420, -0.637